Record 1
DFT (ωB97M-V/def2-TZVPD) results for a 3-piece molecular cluster, C14H32BO11P3 overall.

Structure (XYZ):
```
61
Properties=species:S:1:pos:R:3:lowdin_charge:R:1
O -0.68 2.01 1.76 0.0235
B -1.56 1.70 2.91 -0.5706
O -2.30 2.76 3.63 0.0208
C -1.79 0.14 3.42 -0.3327
P -0.19 -0.63 4.17 0.7574
C 1.38 -1.60 4.79 -0.3773
O 1.57 -2.85 3.98 -0.2535
C 1.49 -2.56 2.54 -0.2112
C 2.80 -1.78 1.86 0.0009
C 2.78 -1.36 0.26 -0.0427
C 1.45 -1.74 -0.64 -0.0821
C 0.13 -2.54 -0.03 -0.0672
C 0.17 -2.94 1.58 -0.0296
H -0.89 1.42 0.96 0.1315
H -2.68 2.32 4.47 0.1153
H -2.74 0.00 4.11 0.0881
H -2.02 -0.49 2.43 0.0950
H -0.32 0.09 5.42 0.0269
H 0.55 0.02 3.11 0.0309
H -0.84 -1.93 4.06 0.0220
H 2.33 -0.95 4.63 0.0890
H 1.24 -1.99 5.90 0.1103
H 3.73 -1.56 2.58 0.1016
H 3.71 -0.81 -0.20 0.0768
H 1.41 -1.42 -1.79 0.0806
H -0.82 -2.78 -0.72 0.0895
H -0.73 -3.49 2.12 0.0914
C -4.04 2.93 1.08 -0.1378
O -5.40 2.96 1.45 -0.3175
P -6.50 1.85 0.70 0.7764
O -5.40 0.80 0.52 -0.2638
O -6.55 2.82 -0.63 -0.2604
C -7.08 4.12 -0.46 -0.1343
O -7.60 0.75 -0.05 -0.2494
C -8.95 1.12 0.03 -0.1624
H -3.56 3.85 1.44 0.1013
H -3.53 2.08 1.55 0.0531
H -3.93 2.90 -0.01 0.0970
H -6.26 4.84 -0.42 0.0907
H -7.67 4.19 0.47 0.0829
H -7.73 4.36 -1.31 0.0895
H -9.16 1.92 -0.69 0.0794
H -9.19 1.46 1.04 0.0767
H -9.58 0.26 -0.21 0.0887
C 6.68 -3.46 -2.81 -0.1400
O 7.24 -2.36 -3.51 -0.3302
P 6.40 -0.85 -3.52 0.7775
O 5.81 -1.12 -2.13 -0.2751
O 5.38 -1.42 -4.67 -0.2613
C 5.96 -1.76 -5.92 -0.1334
O 5.56 0.67 -3.52 -0.2490
C 5.94 1.54 -4.57 -0.1602
H 7.19 -4.37 -3.13 0.0899
H 6.84 -3.34 -1.74 0.0845
H 5.61 -3.56 -3.04 0.0906
H 6.05 -2.85 -5.99 0.0908
H 6.94 -1.30 -6.05 0.0834
H 5.30 -1.41 -6.72 0.0904
H 5.48 1.21 -5.51 0.0801
H 7.02 1.56 -4.67 0.0776
H 5.58 2.54 -4.34 0.0898
```

Calculated values
- molecular weight (u) = 480.1
- calculated total energy (eV) = -66085.9131
- total charge = 0
- SMILES = OB(O)C[PH3]COc1ccccc1.COP(=O)(OC)OC.COP(=O)(OC)OC


Record 2
DFT (ωB97M-V/def2-TZVPD) results for a 3-piece molecular cluster, C14H32ClIN3O2 overall.

Structure (XYZ):
```
53
Properties=species:S:1:pos:R:3:lowdin_charge:R:1
C -2.28 2.01 2.59 -0.0034
N -2.48 0.93 1.61 0.0962
C -1.52 0.32 1.01 -0.3995
N -0.24 0.65 1.21 0.1446
C 0.60 0.22 0.05 -0.2505
C 1.20 1.43 -0.63 -0.1688
C 2.58 1.19 -1.26 -0.2549
C 2.70 1.94 -2.56 -0.5710
Cl 2.39 3.68 -2.30 0.6092
C -0.49 -0.43 -0.80 -0.2601
C -0.14 -1.47 -1.86 -0.1199
C -0.33 -2.94 -1.47 -0.2837
C 0.76 -3.53 -0.59 -0.5807
I 0.49 -3.16 1.51 0.8980
N -1.63 -0.68 0.11 0.1542
H -1.56 1.73 3.34 0.0894
H -1.99 2.91 2.07 0.1012
H -3.21 2.21 3.08 0.0954
H -3.44 0.66 1.42 0.1696
H 0.12 0.41 2.12 0.1624
H 1.32 -0.50 0.40 0.0996
H 0.54 1.84 -1.39 0.1023
H 1.30 2.19 0.13 0.1056
H 3.34 1.60 -0.61 0.1106
H 2.79 0.15 -1.46 0.1105
H 3.68 1.84 -3.01 0.0758
H 1.98 1.57 -3.28 0.0737
H -0.84 0.41 -1.39 0.1383
H -0.77 -1.27 -2.72 0.1201
H 0.90 -1.32 -2.11 0.1137
H -1.31 -3.15 -1.08 0.1009
H -0.25 -3.50 -2.39 0.1204
H 0.69 -4.60 -0.69 0.0267
H 1.74 -3.25 -0.93 0.0572
H -2.52 -0.60 -0.38 0.1665
C -3.02 -6.41 1.24 -0.0905
C -1.71 -7.16 1.06 -0.3067
O -0.77 -6.40 0.30 -0.1219
H -3.45 -6.17 0.27 0.0744
H -3.74 -6.99 1.81 0.0765
H -2.85 -5.46 1.76 0.0648
H -1.88 -8.09 0.52 0.1147
H -1.27 -7.40 2.03 0.1124
H -0.61 -5.57 0.77 -0.0368
C 2.03 7.11 -0.45 -0.0939
C 1.48 6.79 0.92 -0.3117
O 0.75 5.56 0.91 -0.1057
H 1.22 7.17 -1.18 0.0784
H 2.58 8.05 -0.45 0.0780
H 2.70 6.31 -0.78 0.0456
H 0.79 7.57 1.25 0.1122
H 2.29 6.72 1.66 0.1094
H 1.36 4.87 0.63 0.0513
```

Calculated values
- molecular weight (u) = 436.8
- calculated total energy (eV) = -44219.2713
- total charge = +1


Record 3
DFT (ωB97M-V/def2-TZVPD) results for a 2-piece molecular cluster, C14H32ClNO4P overall.

Structure (XYZ):
```
53
Properties=species:S:1:pos:R:3:lowdin_charge:R:1
C -4.48 -0.28 2.11 -0.0739
C -4.05 -1.78 1.86 -0.2903
O -2.86 -2.14 2.62 -0.2102
P -2.31 -3.65 2.10 0.6132
O -3.39 -4.32 1.25 -0.2875
O -2.05 -4.66 3.41 -0.1241
O -0.85 -3.53 1.30 -0.2005
C -1.01 -2.98 -0.02 -0.2439
C -1.04 -4.07 -1.16 -0.2214
C -2.49 -4.40 -1.69 -0.5611
Cl -2.41 -4.66 -3.50 0.4944
H -5.07 0.02 1.20 0.0834
H -3.62 0.42 2.25 0.0672
H -5.19 -0.18 2.97 0.0814
H -3.83 -1.85 0.76 0.0945
H -4.93 -2.43 2.07 0.1273
H -2.33 -5.55 3.14 0.0858
H -1.89 -2.30 -0.13 0.0984
H -0.09 -2.36 -0.21 0.1098
H -0.49 -3.60 -2.03 0.0895
H -0.44 -4.98 -0.90 0.1287
H -3.19 -3.54 -1.53 0.0689
H -2.88 -5.32 -1.19 0.0784
C -0.93 1.12 -0.40 -0.0897
C 0.19 0.75 0.57 -0.2130
C 1.16 1.87 0.92 -0.1135
N 2.32 2.11 -0.06 -0.2499
C 3.03 3.37 0.43 -0.1002
C 4.05 3.91 -0.55 -0.1658
C 3.43 4.16 -1.91 -0.1857
C 2.83 2.87 -2.43 -0.1621
C 1.79 2.30 -1.48 -0.1064
C 3.27 0.94 0.00 0.0385
H -0.61 1.09 -1.44 0.0640
H -1.76 0.42 -0.30 0.0696
H -1.32 2.12 -0.19 0.0869
H 0.70 -0.15 0.22 0.0909
H -0.30 0.47 1.51 0.1244
H 1.64 1.66 1.88 0.1359
H 0.62 2.82 1.01 0.1341
H 2.25 4.13 0.60 0.1391
H 3.49 3.13 1.39 0.1396
H 4.46 4.85 -0.16 0.1316
H 4.90 3.23 -0.64 0.1194
H 4.18 4.54 -2.61 0.1263
H 2.65 4.93 -1.83 0.1272
H 3.62 2.14 -2.62 0.1217
H 2.35 3.05 -3.40 0.1325
H 1.47 1.33 -1.83 0.1289
H 0.94 2.98 -1.41 0.1437
H 2.75 0.05 -0.34 0.1045
H 3.60 0.82 1.03 0.1182
H 4.12 1.14 -0.65 0.1011
```

Calculated values
- molecular weight (u) = 344.8
- calculated total energy (eV) = -46524.3048
- total charge = +1


Record 4
DFT (ωB97M-V/def2-TZVPD) results for C14H32DyN4O2P2 as an isolated structure.

Structure (XYZ):
```
55
Properties=species:S:1:pos:R:3:lowdin_spin:R:1
Dy 0.46 0.11 -0.41 5.0353
P 0.82 3.03 -0.54 -0.0055
P 2.24 -2.22 -0.29 0.0455
N -1.52 0.93 -1.38 -0.0019
N -0.80 -1.69 -1.17 0.3427
H -3.21 0.22 -2.52 -0.0003
H -2.85 -2.16 -1.41 0.0114
H -3.32 -0.05 -0.76 -0.0001
C -2.63 -0.05 -1.62 0.0002
H -2.03 -1.66 -2.90 0.0165
C -2.10 -1.46 -1.81 0.0384
H -2.31 2.29 -2.72 -0.0002
H -0.98 -3.74 -1.60 -0.0026
C -1.52 2.06 -1.99 0.0022
C -0.32 -2.93 -1.23 0.0314
H -1.24 4.07 -1.36 0.0001
C -0.61 3.25 -1.77 0.0007
H -0.23 3.57 -2.75 0.0000
H 3.19 -2.54 -1.32 0.0235
H 2.76 -3.09 0.72 0.0114
H 1.81 3.65 -1.35 -0.0011
H 0.53 4.23 0.17 -0.0010
O 1.53 0.43 -2.20 -0.0115
C 0.98 0.26 -3.49 0.0019
C 1.33 1.41 -4.41 -0.0002
C 1.48 -1.02 -4.12 0.0000
H -0.14 0.23 -3.38 0.0010
H 0.83 2.34 -4.11 0.0000
H 2.41 1.58 -4.40 0.0001
H 1.03 1.17 -5.44 -0.0001
H 1.16 -1.91 -3.56 0.0006
H 1.09 -1.11 -5.14 0.0000
H 2.58 -1.01 -4.16 0.0001
C 0.96 -3.35 -0.85 0.4354
H 1.14 -4.42 -0.94 0.0171
C -0.83 2.31 2.91 0.0001
N -0.45 1.14 3.69 0.0004
C -0.50 1.28 5.13 0.0000
C -0.06 0.04 3.02 0.0012
O 0.06 0.13 1.75 0.0046
N 0.16 -1.16 3.61 0.0006
C 0.62 -1.36 4.97 0.0001
C 0.16 -2.36 2.78 0.0010
H -1.43 2.95 3.56 0.0000
H -1.43 2.03 2.03 0.0001
H 0.05 2.87 2.55 0.0000
H -1.07 0.47 5.60 0.0000
H 0.51 1.32 5.57 0.0000
H -1.01 2.23 5.34 0.0000
H -0.22 -1.37 5.69 0.0000
H 1.11 -2.33 5.01 0.0000
H 1.35 -0.59 5.28 0.0000
H -0.60 -2.30 1.99 0.0003
H 1.14 -2.53 2.31 0.0007
H -0.07 -3.21 3.43 0.0000
```

Calculated values
- molecular weight (u) = 512.9
- calculated total energy (eV) = -67738.4696
- energy above the lowest of the compared OMol25 structures with the same formula, charge and spin (kJ/mol) = 0.0
- 2S+1 = 7
- total charge = +2
- expectation value of S² = 12.422